(1)
2 unconnected molecules or ions with the total composition C7H11N3S in a non-equilibrium geometry, computed with ωB97M-V with the def2-TZVPD basis set.

```
22
Properties=species:S:1:pos:R:3:lowdin_charge:R:1
C 2.406 0.085 0.532 -0.10
C 2.243 0.774 1.683 -0.32
C 1.156 -0.072 -0.062 -0.23
C 0.066 0.678 0.473 -0.47
C -0.664 -0.893 -1.665 0.11
C 0.882 -0.898 -1.166 -0.06
C -1.475 -0.008 -1.023 -0.09
N -1.154 0.768 0.056 0.02
N 1.874 -1.663 -1.871 0.27
N -3.043 1.248 1.699 0.27
S 0.702 1.522 1.895 1.11
H 3.268 -0.556 0.194 0.15
H 2.973 1.181 2.348 0.09
H -1.112 -1.367 -2.483 0.10
H -2.463 0.043 -1.260 0.10
H -2.222 1.220 0.991 0.04
H 2.596 -2.015 -1.229 0.19
H 2.266 -1.107 -2.571 0.17
H 1.542 -2.525 -2.317 0.20
H -3.559 0.422 1.414 0.14
H -3.522 2.179 1.748 0.18
H -2.761 0.987 2.614 0.12
```

Results
- ΔE to the lowest compared entry with this formula, charge and spin: 0.00 kJ/mol
- Max |F|: 6.8 eV Å⁻¹
- Total charge: +2
- LUMO level: -0.2855 hartree
- Molecular weight: 169.3 g mol⁻¹



(2)
A single C4H13N3 molecule in a non-equilibrium geometry, computed with ωB97M-V with the def2-TZVPD basis set.

```
20
Properties=species:S:1:pos:R:3:lowdin_charge:R:1
C 1.395 1.732 1.013 -0.05
C 1.622 -0.348 -0.564 -0.06
C -0.510 0.124 0.662 -0.15
C 0.697 0.717 0.004 -0.45
N -1.974 -1.901 0.027 0.02
N -1.378 -0.170 -1.542 0.00
N -1.192 -0.811 -0.350 -0.42
H 2.264 1.259 1.487 0.08
H 1.781 2.514 0.468 0.04
H 0.692 2.037 1.731 0.05
H 0.843 -0.964 -1.105 0.07
H 1.775 -0.989 0.350 0.10
H 2.394 -0.066 -1.213 0.06
H -0.126 -0.455 1.508 0.11
H -1.215 0.902 1.033 0.12
H 0.349 1.349 -0.800 0.11
H -2.729 -1.565 0.661 0.07
H -1.320 -2.510 0.646 0.11
H -0.932 -0.731 -2.314 0.10
H -2.437 -0.128 -1.701 0.11
```

Results
- ΔE to the lowest compared entry with this formula, charge and spin: 311.09 kJ/mol
- Max |F|: 4.7 eV Å⁻¹
- Total charge: 0
- LUMO level: 0.0355 hartree
- Molecular weight: 103.2 g mol⁻¹
- SMILES: CC(C)CN(N)N



(3)
14 unconnected molecules or ions with the total composition C34H101N5O21 in a non-equilibrium geometry, computed with ωB97M-V with the def2-TZVPD basis set.

```
161
Properties=species:S:1:pos:R:3:mulliken_spin:R:1
O 0.557 4.695 0.906 0.19
H -0.058 5.319 0.521 0.25
H 0.219 3.837 0.651 0.05
O 2.919 2.233 1.500 0.01
H 2.109 2.504 1.068 0.01
H 3.611 2.693 1.026 0.00
C 2.088 -1.601 3.614 0.00
C 2.246 -1.359 5.119 0.00
O 1.808 -2.537 5.750 0.00
O 0.714 -1.648 3.217 0.01
H 2.585 -2.560 3.469 0.00
H 2.643 -0.836 3.071 0.00
H 1.676 -0.470 5.391 0.00
H 3.268 -1.246 5.481 0.00
H 0.950 -2.772 5.388 0.00
H 0.225 -2.181 3.848 0.00
C 0.550 0.841 -0.728 0.10
C 0.848 -0.432 0.147 -0.05
O -0.347 -0.912 0.784 -0.06
O 0.266 1.939 0.186 -0.10
H -0.293 0.630 -1.386 0.00
H 1.424 0.977 -1.366 -0.01
H 1.634 -0.243 0.879 0.01
H 1.293 -1.227 -0.452 0.00
H -0.169 -1.212 1.678 0.01
H -0.690 1.986 0.263 0.01
C 6.204 -1.061 -0.536 0.00
C 5.087 -0.120 -0.045 0.00
O 4.846 -0.356 1.321 0.00
O 7.464 -0.310 -0.645 0.00
H 5.958 -1.159 -1.594 0.00
H 6.309 -2.093 -0.204 0.00
H 4.158 -0.320 -0.580 0.00
H 5.441 0.901 -0.188 0.00
H 4.203 0.296 1.609 0.00
H 8.033 -0.824 -1.222 0.00
C 0.069 3.910 -2.795 0.24
C 1.429 4.655 -2.546 0.12
O 2.121 4.891 -3.770 -0.43
O 0.354 2.579 -3.202 0.23
H -0.564 4.440 -3.506 -0.23
H -0.436 3.844 -1.831 0.00
H 2.066 4.093 -1.863 -0.04
H 1.119 5.582 -2.063 0.39
H 2.251 5.837 -3.873 0.14
H 1.018 2.607 -3.895 -0.03
C -2.060 1.440 -6.030 0.11
C -1.265 0.259 -5.385 0.02
O -1.241 0.432 -3.939 0.00
O -1.643 2.667 -5.597 -0.56
H -3.074 1.197 -5.712 0.01
H -2.148 1.477 -7.116 0.06
H -0.272 0.213 -5.830 -0.01
H -1.620 -0.746 -5.615 0.01
H -0.883 1.307 -3.771 0.01
H -2.140 3.304 -6.115 0.28
C -2.688 4.298 1.208 0.50
C -2.843 5.537 0.333 0.73
O -1.652 5.750 -0.385 -2.60
O -2.507 3.068 0.498 -0.39
H -3.659 4.143 1.678 -0.12
H -2.023 4.382 2.067 0.20
H -3.227 6.367 0.926 0.28
H -3.619 5.368 -0.414 -0.24
H -1.699 6.460 -1.029 1.49
H -3.303 3.021 -0.037 0.10
C -2.175 -3.340 0.167 0.00
C -2.951 -3.187 1.454 0.01
O -2.097 -2.418 2.350 0.03
O -2.182 -2.223 -0.618 0.00
H -2.672 -4.127 -0.402 0.00
H -1.154 -3.689 0.320 0.00
H -3.191 -4.160 1.881 -0.01
H -3.871 -2.638 1.252 0.01
H -2.299 -1.484 2.261 0.00
H -1.629 -1.614 -0.123 0.01
C -3.329 3.010 -2.425 -0.23
C -4.826 2.655 -2.212 0.38
C -5.071 1.341 -2.981 -0.04
O -6.386 1.024 -2.751 -0.08
C -6.897 -0.182 -3.361 0.01
N -4.986 2.483 -0.788 0.01
H -2.606 2.343 -1.956 0.17
H -3.028 4.008 -2.105 0.13
H -3.139 2.913 -3.494 -0.26
H -5.456 3.452 -2.608 0.26
H -4.428 0.565 -2.565 0.00
H -4.794 1.377 -4.034 -0.02
H -7.918 -0.323 -3.005 0.00
H -6.340 -1.015 -2.934 0.00
H -6.794 -0.173 -4.447 -0.01
H -5.969 2.311 -0.630 -0.01
H -4.697 1.596 -0.400 -0.01
C -2.257 -5.413 4.569 0.00
C -0.852 -4.803 4.608 0.00
C -0.075 -5.234 3.378 0.00
O 0.088 -6.660 3.345 0.00
C 0.498 -7.198 2.060 0.00
N -0.814 -3.367 4.675 0.00
H -2.139 -6.467 4.817 0.00
H -2.686 -5.357 3.569 0.00
H -2.959 -4.993 5.290 0.00
H -0.366 -5.185 5.506 0.00
H 0.928 -4.811 3.328 0.00
H -0.568 -4.903 2.464 0.00
H 0.573 -8.272 2.229 0.00
H 1.429 -6.751 1.710 0.00
H -0.212 -6.978 1.263 0.00
H -1.458 -3.102 5.407 0.00
H -1.198 -3.038 3.801 0.00
C -0.721 1.436 3.484 0.00
C -2.127 0.823 3.475 -0.10
C -3.228 1.568 4.199 0.08
O -2.733 1.757 5.515 -0.01
C -3.628 2.451 6.449 0.01
N -2.593 0.355 2.184 -0.08
H -0.722 2.420 3.015 0.00
H -0.032 0.873 2.854 0.01
H -0.279 1.528 4.477 0.00
H -2.017 -0.051 4.117 0.00
H -4.163 1.011 4.273 0.00
H -3.379 2.554 3.759 0.00
H -4.576 1.913 6.489 0.00
H -3.776 3.486 6.141 0.00
H -3.274 2.467 7.480 0.00
H -2.176 1.020 1.548 -0.01
H -3.582 0.549 2.119 0.02
C 3.158 -3.456 0.806 0.00
C 3.793 -4.846 0.984 0.00
C 3.908 -5.323 2.460 0.00
O 4.584 -4.292 3.206 0.00
C 4.418 -4.498 4.631 0.00
N 3.152 -5.876 0.162 0.00
H 3.222 -3.203 -0.252 0.00
H 3.866 -2.731 1.207 0.00
H 2.183 -3.404 1.291 0.00
H 4.852 -4.791 0.729 0.00
H 4.329 -6.320 2.588 0.00
H 2.893 -5.432 2.841 0.00
H 3.397 -4.684 4.965 0.00
H 4.844 -3.627 5.130 0.00
H 5.000 -5.351 4.978 0.00
H 3.127 -6.701 0.745 0.00
H 2.194 -5.610 -0.016 0.00
C 3.354 4.185 -7.766 0.01
C 2.422 3.199 -6.917 0.01
C 3.217 2.364 -5.912 0.04
O 2.344 1.320 -5.378 -0.02
C 2.970 0.432 -4.502 0.00
N 1.328 3.911 -6.402 -0.04
H 2.743 4.662 -8.532 0.00
H 4.175 3.623 -8.209 0.00
H 3.607 5.016 -7.107 0.00
H 1.888 2.567 -7.626 -0.01
H 3.760 2.966 -5.184 -0.02
H 4.095 1.868 -6.326 0.00
H 3.902 0.796 -4.069 0.00
H 3.139 -0.529 -4.988 0.00
H 2.375 0.173 -3.626 0.00
H 1.472 4.453 -5.562 0.07
H 0.608 3.256 -6.131 -0.02
```

Results
- Max |F|: 3.3 eV Å⁻¹
- Spin multiplicity: 2
- Total charge: -1
- LUMO level (spin up / spin down): 0.0752 / 0.0742 hartree
- Molecular weight: 916.2 g mol⁻¹
- <S²>: 0.750